A 2-piece molecular cluster, C3H9NO2 overall at a distorted geometry. Source: OMol25; level of theory: the ωB97M-V functional and the def2-TZVPD basis.

Properties
multiplicity = 1
LUMO energy = 0.039 Ha
HOMO = -0.304 Eh
structure (SMILES) = C/C=C/N.OO
energy above the lowest of the compared OMol25 structures with the same formula, charge and spin = 421.6 kJ/mol
charge = 0
E = -8838.5858 eV

Last column: Mulliken charge in e.
Cartesian coordinates (Å):
1 H -0.441 2.735 -0.348  0.3383
2 H -2.492 -2.535 -0.337  0.3019
3 C -0.740 1.706 -0.146  -1.0328
4 H 0.891 1.260 1.265  0.2515
5 H 2.620 -0.400 0.841  0.2020
6 C 1.021 -0.057 -0.361  0.0495
7 H -1.142 1.271 -1.058  0.2688
8 H -0.728 -0.796 0.733  0.4221
9 H 0.586 -0.404 -1.288  0.2905
10 N 2.106 -0.797 0.069  -0.4451
11 O -1.404 -1.538 0.825  -0.3902
12 O -1.823 -1.858 -0.498  -0.3241
13 H -1.537 1.737 0.598  0.3222
14 H 2.667 -1.221 -0.653  0.2183
15 C 0.415 0.899 0.360  -0.4729

---

An isolated ion of composition C3H9NO2P and charge -1 at a distorted geometry. Source: OMol25; level of theory: the ωB97M-V functional and the def2-TZVPD basis.

Properties
multiplicity = 1
LUMO energy = 0.158 Ha
HOMO = -0.126 Eh
structure (SMILES) = CC[P@@]([O-])(O)=NC
energy above the lowest of the compared OMol25 structures with the same formula, charge and spin = 61.4 kJ/mol
charge = -1
E = -18132.9714 eV

Last column: Mulliken charge in e.
Cartesian coordinates (Å):
1 O 0.335 1.420 -1.184  -0.8106
2 H -2.696 1.047 0.228  0.2486
3 P 0.389 0.652 0.096  0.7663
4 H -2.083 0.951 -1.545  0.2113
5 H -1.317 -0.710 1.136  0.1573
6 N 1.512 -0.265 0.611  -0.5411
7 H 2.119 -1.932 -0.272  0.2563
8 H 0.415 1.292 2.128  0.3330
9 H -3.166 -0.267 -0.897  0.3444
10 H -0.684 -1.313 -0.514  0.3127
11 H 3.389 -1.072 0.573  0.2201
12 O -0.065 1.640 1.351  -0.6258
13 H 2.843 -0.427 -1.030  0.2660
14 C -2.363 0.385 -0.553  -0.9669
15 C 2.539 -0.967 -0.134  -0.7545
16 C -1.165 -0.433 0.006  -0.4172

---

A 2-piece molecular cluster, C3H9NO2P2 overall at a distorted geometry. Source: OMol25; level of theory: the ωB97M-V functional and the def2-TZVPD basis.

Properties
multiplicity = 1
LUMO energy = 0.003 Ha
HOMO = -0.291 Eh
energy above the lowest of the compared OMol25 structures with the same formula, charge and spin = 588.8 kJ/mol
charge = 0
E = -27415.6491 eV

Last column: Mulliken charge in e.
Cartesian coordinates (Å):
1 H -0.275 1.927 0.285  0.2521
2 H 0.251 -2.138 0.060  0.2996
3 O -1.949 0.349 1.466  -0.5064
4 H -2.150 -0.188 0.719  0.3018
5 P 0.340 0.388 -1.626  -0.1154
6 C 0.180 -0.600 1.356  -0.0979
7 H 1.072 -0.921 1.766  0.5196
8 N -0.460 -1.571 0.565  -0.5231
9 O -0.402 0.887 3.027  -0.5435
10 H -1.557 1.491 -3.595  0.0502
11 H 1.528 1.575 0.242  0.4146
12 C 0.579 1.163 -0.106  -0.5657
13 P -0.946 1.911 -2.424  -0.0827
14 H -1.935 1.511 -1.553  0.0217
15 H -1.196 -1.221 0.005  0.1562
16 H 1.701 0.375 -2.166  0.0671
17 C -0.789 0.234 2.106  0.3517

---

An isolated ion of composition C3H9NO2PS and charge +1 at a distorted geometry. Source: OMol25; level of theory: the ωB97M-V functional and the def2-TZVPD basis.

Properties
multiplicity = 1
LUMO energy = -0.178 Ha
HOMO = -0.505 Eh
energy above the lowest of the compared OMol25 structures with the same formula, charge and spin = 344.1 kJ/mol
charge = +1
E = -28955.4803 eV

Last column: Mulliken charge in e.
Cartesian coordinates (Å):
1 C 0.070 1.450 -0.871  -0.2569
2 C 2.740 -0.870 0.182  -0.8241
3 H -1.681 0.146 -2.315  0.3524
4 H -3.496 -0.882 -0.116  0.1710
5 H 3.448 -0.805 1.069  0.3084
6 H -3.150 0.685 1.626  0.2655
7 S -0.827 -0.136 -1.241  -0.0628
8 O 1.408 1.276 -0.395  -0.2634
9 H 0.156 2.012 -1.869  0.3950
10 P -2.145 -0.715 0.376  0.2641
11 O 0.825 -0.081 1.458  -0.4461
12 C 1.532 0.156 0.474  0.5121
13 H 2.354 -1.932 0.099  0.2735
14 H 3.214 -0.546 -0.800  0.2916
15 H -0.571 2.086 -0.181  0.3494
16 N -2.169 0.366 1.546  -0.5181
17 H -1.694 -2.025 0.789  0.1883